1.
ORCA calculation (wB97M-V/def2-TZVPD) on the molecule C7H6N4 in a non-equilibrium geometry.

```
! wB97M-V def2-TZVPD RIJCOSX def2/J DEFGRID3
* xyz 0 1
C -1.03 1.22 0.63
C -2.12 1.47 2.70
C 0.68 -1.46 -3.00
C 1.05 -0.49 2.29
C -0.02 -0.66 -2.22
C 0.36 0.33 -1.15
C 0.99 -0.35 1.01
N -0.74 1.10 -0.55
N -2.71 1.31 3.68
N 1.21 -0.22 -0.20
N -1.31 1.68 1.72
H 0.12 -1.94 -3.78
H 1.69 -1.68 -2.83
H 1.09 0.29 2.95
H 0.93 -1.32 2.85
H -1.14 -0.39 -2.55
H 0.94 1.10 -1.53
*
```

Summary:
Kohn-Sham gap   0.3432 Ha
Calculated total energy   -489.19431 Eh
SMILES string   C=C=N[C@@H](C=C)N=C=NC#N

***

2.
ORCA calculation (wB97M-V/def2-TZVPD) on the molecule C7H6N4S in a non-equilibrium geometry.

```
! wB97M-V def2-TZVPD RIJCOSX def2/J DEFGRID3
* xyz 0 1
C 2.88 -0.52 1.92
C -0.95 -1.04 -1.18
C 1.00 -1.06 0.31
C 0.84 0.82 1.90
C 1.65 -0.19 1.37
C -0.01 -0.20 -0.52
C -0.88 0.74 0.39
N 3.92 -0.67 2.43
N -1.82 -1.66 -1.58
N -0.41 1.18 1.51
N -2.01 1.20 -0.14
S 2.39 -1.70 -0.77
H 0.73 -1.96 0.79
H 1.12 1.28 2.89
H 0.37 0.55 -1.18
H -2.45 1.74 0.60
H -2.46 0.71 -0.96
H 2.56 -0.79 -1.79
*
```

Summary:
Kohn-Sham gap   0.3124 Ha
Calculated total energy   -887.49221 Eh
SMILES string   N#CC1=CN=C(N)[C@H](C#N)[C@H]1S

***

3.
ORCA calculation (wB97M-V/def2-TZVPD) on the molecule C7H6O in a non-equilibrium geometry.

```
! wB97M-V def2-TZVPD RIJCOSX def2/J DEFGRID3
* xyz 0 1
C -0.64 0.03 -0.20
C -1.74 0.69 -0.12
C 0.74 -0.31 0.03
C 2.09 0.35 0.03
C -0.06 -1.11 -1.00
C -2.71 1.55 -0.01
C 1.84 -0.78 1.02
O 2.65 1.39 -0.15
H -0.36 -2.10 -0.68
H 0.46 -0.99 -1.92
H -2.70 2.51 -0.54
H -3.50 1.30 0.78
H 1.82 -0.66 2.01
H 2.12 -1.89 0.74
*
```

Summary:
Kohn-Sham gap   0.3484 Ha
Calculated total energy   -345.36128 Eh
SMILES string   C=C=C1C[C@]12CC2=O

***

4.
ORCA calculation (wB97M-V/def2-TZVPD) on the ion C7H6O4P with charge -1 in a non-equilibrium geometry.

```
! wB97M-V def2-TZVPD RIJCOSX def2/J DEFGRID3
* xyz -1 1
C 2.57 -0.22 -0.09
C 1.79 0.86 -0.49
C 1.94 -1.39 0.35
C 0.42 0.68 -0.58
C 0.57 -1.62 0.07
C -0.17 -0.55 -0.35
C -1.66 -0.80 -0.58
O -2.46 0.20 -0.54
O -2.01 -1.91 -0.89
O -2.13 2.68 -0.04
O -1.31 0.96 1.64
P -2.29 1.39 0.66
H 3.72 -0.10 0.16
H 2.31 1.77 -0.71
H 2.59 -2.20 0.73
H -0.18 1.50 -0.85
H 0.03 -2.48 0.37
H -3.74 1.22 1.15
*
```

Summary:
Kohn-Sham gap   0.3413 Ha
Calculated total energy   -912.81886 Eh
SMILES string   O=C(O[P@H](=O)[O-])c1ccccc1

***

5.
ORCA calculation (wB97M-V/def2-TZVPD) on a cluster of 32 separate species, C7H78FN2O31 in total in a non-equilibrium geometry.

```
! wB97M-V def2-TZVPD RIJCOSX def2/J DEFGRID3
* xyz 1 1
C -1.73 1.20 2.72
C -2.09 0.26 1.52
C -1.62 0.79 0.14
F -1.84 -0.21 -0.80
C -0.15 1.32 0.13
C -0.18 2.88 0.03
N 1.19 3.49 0.09
C 2.31 2.51 0.05
C 2.07 1.27 -0.87
N 0.65 0.85 -0.99
H -0.73 0.88 3.10
H -1.77 2.29 2.49
H -2.45 1.03 3.56
H -3.19 0.10 1.52
H -1.61 -0.73 1.68
H -2.28 1.64 -0.15
H 0.33 0.99 1.09
H -0.90 3.35 0.74
H -0.58 3.11 -0.98
H 1.29 4.21 -0.64
H 1.26 3.98 0.98
H 2.57 2.19 1.07
H 3.20 3.04 -0.37
H 2.62 0.41 -0.38
H 2.55 1.38 -1.86
H 0.56 -0.15 -1.14
O 3.07 -1.34 0.82
H 2.97 -2.03 0.13
H 4.00 -1.41 1.08
O 2.33 6.02 -0.71
H 2.10 6.84 -1.14
H 3.30 6.06 -0.60
O 3.07 -2.02 -2.29
H 2.50 -2.51 -2.89
H 2.53 -1.26 -2.02
O -4.90 -1.55 2.91
H -4.05 -1.89 2.59
H -5.33 -1.19 2.13
O -6.57 -0.24 0.49
H -7.14 -0.74 -0.11
H -7.12 0.51 0.76
O 4.12 -0.41 3.32
H 3.55 -0.91 2.72
H 3.59 0.34 3.59
O -2.97 4.43 3.00
H -3.20 5.28 2.60
H -3.79 4.11 3.39
O 5.58 5.17 0.10
H 5.33 4.24 0.13
H 6.03 5.32 0.94
O -1.92 -1.96 -3.62
H -1.77 -1.31 -2.93
H -2.77 -2.34 -3.40
O 1.53 -3.54 -0.05
H 0.96 -4.03 -0.65
H 0.99 -2.79 0.22
O 3.57 -4.76 -3.50
H 4.14 -5.30 -2.92
H 3.83 -3.85 -3.30
O 5.29 -6.95 -4.71
H 4.73 -7.44 -5.32
H 4.75 -6.19 -4.45
O 5.02 -6.18 -1.37
H 4.58 -6.23 -0.52
H 5.67 -6.90 -1.34
O -3.06 -3.41 1.77
H -3.12 -4.13 2.41
H -2.91 -3.87 0.93
O 0.14 -2.49 2.12
H 0.33 -1.89 2.86
H -0.72 -2.87 2.33
O -5.65 2.86 4.07
H -5.71 2.14 4.70
H -5.51 2.42 3.22
O -6.06 6.28 3.91
H -6.30 5.35 3.94
H -5.61 6.43 4.75
O 5.03 0.13 -1.85
H 4.77 -0.80 -1.82
H 5.48 0.27 -1.01
O -4.32 8.51 4.85
H -4.30 9.31 5.38
H -4.92 8.72 4.12
O 0.00 -1.06 4.69
H 0.19 -0.46 5.41
H -0.86 -1.43 4.92
O -6.71 -1.12 -2.15
H -5.90 -0.61 -2.02
H -6.51 -1.72 -2.87
O 2.89 -7.83 -6.23
H 2.33 -8.32 -6.84
H 2.35 -7.07 -5.96
O -8.13 -1.39 -4.69
H -7.98 -0.52 -5.07
H -8.51 -1.21 -3.83
O -0.10 1.84 5.46
H 0.81 1.79 5.14
H -0.50 2.53 4.93
O -8.35 1.18 -1.89
H -8.83 1.15 -1.06
H -7.68 0.47 -1.81
O 7.86 -5.58 -2.54
H 7.28 -6.06 -3.14
H 7.34 -4.83 -2.25
O 3.55 -6.09 -8.51
H 3.48 -6.82 -7.88
H 3.69 -6.52 -9.36
O 5.46 5.80 3.21
H 5.64 6.46 3.90
H 4.62 5.43 3.47
O 4.24 7.69 4.92
H 4.27 8.48 5.45
H 3.64 7.91 4.20
O 1.91 -1.60 -4.71
H 2.82 -1.65 -5.03
H 1.51 -0.93 -5.26
O -3.63 -4.67 -1.33
H -2.78 -5.01 -1.65
H -4.05 -4.32 -2.11
*
```

Summary:
Kohn-Sham gap   0.3298 Ha
Calculated total energy   -2855.05572 Eh

***

6.
ORCA calculation (wB97M-V/def2-TZVPD) on the molecule C7H7BClN2O6PS in a non-equilibrium geometry.

```
! wB97M-V def2-TZVPD RIJCOSX def2/J DEFGRID3
* xyz 0 1
C 0.48 3.46 -0.98
B -0.49 2.32 -0.42
O -1.71 2.69 0.19
C -0.23 0.71 -0.53
C -0.22 -0.05 0.75
P -0.45 0.82 2.40
O -1.97 0.35 2.99
Cl 0.93 0.11 3.80
C -0.02 -1.55 0.72
C 0.00 -2.47 1.97
O -1.08 -2.69 2.55
O 1.12 -2.98 2.39
C 0.15 -2.22 -0.62
O 0.29 -3.60 -0.80
N 1.59 -4.05 -0.44
O 2.26 -4.01 -1.40
C 0.16 -1.36 -1.80
N -0.02 0.03 -1.75
S 0.00 0.93 -3.24
H -0.14 4.20 -1.57
H 1.33 3.10 -1.61
H 0.84 4.05 -0.07
H -2.29 1.89 0.20
H -2.17 1.02 3.67
H 0.28 -1.83 -2.81
H 1.34 1.12 -3.58
*
```

Summary:
Kohn-Sham gap   0.2353 Ha
Calculated total energy   -2056.33432 Eh